This record from OMol25 describes the molecule C14H17N3O3. The level of theory is the ωB97M-V functional and the def2-TZVPD basis.

The geometry in XYZ format:
```
37
Properties=species:S:1:pos:R:3:forces:R:3:lowdin_charge:R:1
O 3.361526 0.400228 -2.114919 0.175 0.217 -0.017 0.135
O 3.372041 -1.017120 -0.376977 -0.261 0.556 -0.278 0.112
O 0.377158 3.122603 -2.049731 -0.567 0.249 -0.242 0.051
N -2.548692 -0.852633 -0.510560 -0.839 -1.785 -0.532 0.048
N 0.956528 3.786678 0.485314 2.044 -1.808 1.248 0.054
N 0.726891 0.945594 -1.884324 0.236 0.130 -0.838 0.109
C 0.491979 2.148885 -1.327973 0.699 1.282 0.911 -0.439
C -1.268485 -0.510229 1.311200 0.925 0.106 0.197 -0.105
C -0.454455 -0.981749 2.446453 -1.330 1.572 -0.504 -0.020
C -1.972503 -1.475412 0.567153 0.384 -1.199 0.864 -0.225
C -0.522450 -2.320785 2.803075 2.787 1.670 0.686 -0.127
C -1.087381 -3.249725 1.942382 -2.140 -1.317 0.414 -0.122
C -1.926636 -2.880052 0.909460 1.213 2.248 -0.440 -0.009
C -1.477323 0.749868 0.563162 1.209 0.641 -0.134 -0.165
C 1.265028 -0.191208 -1.187551 -1.935 0.350 -0.515 -0.280
C 0.538652 2.397127 0.230021 0.401 -0.798 -0.668 -0.299
C -0.849523 2.142441 0.831617 -1.278 -0.856 0.526 -0.099
C 2.749665 -0.203769 -1.279293 1.078 -0.778 0.084 -0.469
C 0.576254 -1.468401 -1.679653 1.324 -0.048 0.038 0.008
C -2.221019 0.461628 -0.562918 -0.241 1.178 1.392 -0.068
H 0.901009 0.021963 -0.210775 0.272 -0.675 1.204 0.108
H 1.984956 3.892746 0.299244 -1.404 -0.232 0.242 0.104
H 0.990604 1.111557 -2.848412 -0.015 -0.458 -0.111 0.159
H 0.515218 4.327590 -0.197129 -0.864 1.173 -1.330 0.035
H 0.121880 -0.246875 3.086114 -0.765 -0.948 -0.920 0.121
H 0.182499 -2.557723 3.658237 -1.283 -0.331 -1.048 0.120
H -1.133343 -4.304819 2.239885 0.448 0.352 -0.237 0.106
H -2.335942 -3.595759 0.240753 -0.528 -0.610 -0.276 0.092
H 4.329349 -0.890496 -0.521096 -0.350 -0.142 -0.014 0.133
H -3.157388 -1.373821 -1.125931 0.113 0.459 -0.072 0.160
H -0.487450 -1.383756 -1.734508 -0.529 0.261 0.447 0.060
H 0.904042 -2.275968 -1.050680 -0.209 -0.556 0.367 0.086
H 1.277510 1.645505 0.612415 -0.486 0.996 0.196 0.145
H -0.849489 2.228368 1.938430 0.316 0.436 -0.639 0.121
H -1.540892 2.918149 0.421358 0.485 -0.464 0.368 0.130
H -2.684834 1.195377 -1.249030 0.540 -0.856 0.298 0.147
H 0.895015 -1.716003 -2.674810 0.374 -0.014 -0.667 0.084
```
Forces are in eV/Å.

- electronic energy (Ha) = -933.6908
- energy relative to the best compared isomer or geometry (same formula, charge and spin) (kJ/mol) = 172.1
- net charge = 0
- SMILES = C[C@H](NC(=O)[C@@H](N)Cc1c[nH]c2ccccc12)C(=O)O
- Kohn-Sham gap (eV) = 8.76
- largest force on an atom (eV/A) = 3.32


This record from OMol25 describes the molecule C14H17N3O3. The level of theory is the ωB97M-V functional and the def2-TZVPD basis.

The geometry in XYZ format:
```
37
Properties=species:S:1:pos:R:3:forces:R:3:lowdin_charge:R:1
O -5.265812 -3.120142 -3.751932 0.900 0.758 0.007 0.072
O 0.175067 1.126099 -1.719035 1.004 0.512 -0.206 0.094
O -4.130388 -2.658263 -5.520377 0.145 0.289 0.207 0.083
N -0.256657 0.036167 0.221419 -0.838 -0.308 -0.391 0.136
N -4.306046 -2.593586 -4.315151 -1.035 -1.404 -0.851 -0.356
N 2.715239 1.861683 2.690768 1.059 -0.421 1.707 -0.233
C 1.073269 -0.011511 2.228837 -0.986 0.296 -1.575 -0.166
C -2.094951 -1.410322 -4.066138 -0.355 -0.644 -0.335 0.028
C 1.745488 2.747584 2.079426 0.339 -1.056 -0.703 -0.183
C -3.300204 -1.928484 -3.546353 1.892 2.053 3.387 -0.139
C -3.505593 -1.690196 -2.143248 -0.611 -0.141 0.270 0.029
C 0.571414 -1.432542 2.578697 0.785 0.546 -0.204 -0.048
C -2.595871 -0.971451 -1.318565 0.212 -0.304 -2.062 0.008
C 0.652478 0.663561 1.087612 1.881 -1.210 3.172 -0.183
C 1.209718 2.030831 0.829941 -0.094 0.821 -1.460 -0.137
C -1.386251 -0.490858 -1.885071 -2.559 -2.259 -0.410 -0.136
C -0.414658 0.252538 -1.121755 0.867 1.588 0.790 -0.439
C 4.005499 1.689823 1.973611 -2.074 -0.930 -0.809 -0.073
C 2.105132 0.616691 3.207377 -1.273 0.940 -1.135 -0.140
C -1.168447 -0.746818 -3.237904 -0.696 -0.399 -0.667 0.008
H 3.804802 1.037226 1.078604 0.620 0.440 0.417 0.091
H -0.269487 -0.414950 -3.719214 0.342 0.222 0.090 0.117
H 0.419541 2.625930 0.381969 -0.123 0.196 -0.221 0.111
H -4.434144 -2.074876 -1.666470 0.741 0.367 -0.583 0.123
H -0.170847 -1.850107 1.869642 0.563 0.160 0.459 0.063
H 1.464407 -2.090915 2.593604 -0.540 0.093 -0.116 0.086
H -0.834421 -0.666484 0.661055 0.196 0.047 -0.319 0.111
H 2.861237 -0.135753 3.400686 0.262 0.028 0.218 0.112
H 0.916395 2.992830 2.759138 0.291 -0.244 0.070 0.125
H 0.145346 -1.491111 3.585995 -0.019 0.172 -0.107 0.076
H 4.765268 1.212023 2.580050 -0.068 -0.044 0.330 0.074
H 1.553059 0.861528 4.144696 0.489 -0.277 -0.337 0.127
H 4.374712 2.643118 1.627638 0.034 0.337 -0.025 0.075
H -2.821363 -0.685659 -0.300657 -0.317 -0.382 0.047 0.110
H 2.002483 1.970495 0.034529 -0.658 0.107 0.706 0.125
H 2.252448 3.688446 1.827122 -0.220 -0.217 -0.126 0.119
H -1.857858 -1.592542 -5.130543 -0.157 0.271 0.764 0.129
```
Forces are in eV/Å.

- electronic energy (Ha) = -933.5418
- energy relative to the best compared isomer or geometry (same formula, charge and spin) (kJ/mol) = 563.2
- net charge = 0
- SMILES = CC1=C(NC(=O)c2ccc([N+](=O)[O-])cc2)CCN(C)C1
- Kohn-Sham gap (eV) = 7.05
- largest force on an atom (eV/A) = 4.39


This record from OMol25 describes a structure of composition C14H17N3O5PtS3. The level of theory is the ωB97M-V functional and the def2-TZVPD basis.

The geometry in XYZ format:
```
43
Properties=species:S:1:pos:R:3:forces:R:3:lowdin_charge:R:1
Pt 0.582452 0.074219 0.893679 0.468 -0.729 0.907 0.608
S 1.712958 1.853680 1.882456 0.152 0.257 -0.032 0.246
S -0.439473 -1.912472 0.214000 -0.006 -0.074 0.127 0.510
S 0.386834 1.391887 3.422987 -0.046 0.996 -0.282 0.040
O 0.945912 1.885395 4.668306 0.008 -0.462 0.166 -0.433
O 0.384979 -0.089009 3.264384 -0.390 -0.247 -0.553 -0.528
O -1.542056 1.002995 -0.889111 0.040 0.078 -0.082 -0.098
O -3.710969 1.057971 -1.430827 0.092 -0.078 -0.054 -0.053
O -0.890597 1.972439 3.062331 -0.039 0.039 0.296 -0.425
N 1.719815 0.218377 -0.767576 -0.156 0.347 -0.431 -0.162
N 0.743382 2.164917 -1.472768 0.062 0.160 0.107 0.077
N 3.057684 1.950346 -1.646930 0.055 0.041 0.012 -0.029
C -2.819766 -3.707825 -2.394760 -0.018 0.047 0.014 -0.145
C -2.595790 -1.034659 -1.544684 -0.103 0.111 -0.105 -0.129
C -3.569035 -1.449982 -2.461917 0.020 -0.026 0.001 -0.066
C 1.842261 1.435703 -1.264817 0.040 -0.348 -0.114 -0.428
C 2.885799 -0.648443 -0.794505 -0.082 0.014 0.007 -0.242
C 1.931628 4.016099 -2.414608 -0.006 0.019 0.015 -0.172
C -2.622212 0.479274 -1.251354 -0.147 -0.050 0.116 -0.641
C -1.709341 -1.996548 -1.024577 0.170 -0.013 0.002 -0.577
C 3.209568 3.375420 -1.907379 -0.004 -0.059 -0.047 -0.176
C 0.789528 3.605250 -1.502304 0.002 -0.050 -0.044 -0.180
C -1.861842 -3.325583 -1.479809 -0.010 -0.025 -0.019 -0.192
C 4.308461 1.279059 -1.305576 -0.017 0.028 0.001 -0.174
C 4.104621 0.132555 -0.334893 -0.020 -0.032 -0.046 -0.179
C -3.696286 -2.753645 -2.903592 0.016 0.000 0.016 -0.137
H 2.058376 5.101017 -2.434088 0.003 0.004 -0.001 0.106
H 3.522315 3.870978 -0.977875 0.017 0.022 -0.008 0.125
H 4.762882 0.903778 -2.232170 0.041 0.025 0.004 0.115
H -4.243237 -0.678238 -2.808254 -0.020 0.021 -0.005 0.097
H 3.906094 0.506265 0.672153 0.013 0.006 0.004 0.072
H 1.719627 3.674192 -3.430503 -0.006 0.002 -0.005 0.113
H 4.991580 2.026286 -0.888719 -0.013 0.000 0.036 0.113
H -2.881669 -4.746046 -2.706967 0.001 0.001 -0.001 0.079
H 0.929096 4.006867 -0.490165 0.002 0.028 -0.016 0.111
H 5.004376 -0.487800 -0.317800 -0.001 -0.009 0.021 0.107
H 2.676907 -1.494902 -0.147376 -0.002 -0.021 -0.017 0.086
H -0.154540 1.707891 -1.209409 -0.160 -0.064 0.020 0.068
H -0.170411 3.958992 -1.876355 0.000 0.002 0.015 0.125
H -4.463414 -3.022490 -3.622038 0.000 0.000 -0.003 0.074
H 4.020580 3.498825 -2.633109 0.001 0.008 -0.004 0.114
H 3.035884 -1.040782 -1.810836 0.035 0.026 -0.017 0.117
H -1.182457 -4.067581 -1.076078 0.005 0.004 -0.003 0.064
```
Forces are in eV/Å.

- electronic energy (Ha) = -2398.1588
- energy relative to the best compared isomer or geometry (same formula, charge and spin) (kJ/mol) = 0.0
- net charge = -2
- Kohn-Sham gap (eV) = 5.54
- largest force on an atom (eV/A) = 1.25


Which of these has the lowest Kohn-Sham gap? C14H17N3O5PtS3


Which of these has the highest largest force on an atom? number 2